Formula: C14H14EuN2O5
Source: OMol25
Level of theory: ωB97M-V/def2-TZVPD

Output
total charge	+2
DFT total energy	-47264.0693	eV
ΔE to the lowest compared entry with this formula, charge and spin	243.20	kcal per mole
HOMO level (alpha / beta)	-13.184 / -17.066	eV
multiplicity	8
<S²>	15.83
max |F|	10.22	eV/A

Each line ends with the Mulliken charge.
CARTESIAN COORDINATES (ANGSTROEM)
Eu1 1.843 0.634 -3.727  0.5114
O1 4.707 0.162 -2.427  -0.2332
C1 3.715 0.353 -2.992  0.2713
C2 0.962 -0.901 -4.717  0.2977
O2 0.376 -1.814 -5.113  -0.2175
C3 1.232 2.497 -4.110  0.3249
O3 0.810 3.570 -4.219  -0.2528
C4 2.921 0.840 -5.609  0.2097
O4 3.463 0.960 -6.570  -0.1461
C5 -2.308 2.535 2.702  -1.1470
C6 -2.481 1.039 2.814  -0.4147
N1 -1.390 0.259 2.149  0.3124
C7 -0.460 -0.457 3.045  -0.6973
C8 -1.126 -1.636 3.725  -1.0754
C9 -1.266 0.367 0.770  0.3429
O5 -2.002 1.103 0.145  -0.4065
C10 -0.248 -0.422 -0.012  -0.2044
C11 0.142 -1.756 0.272  0.0332
C12 1.064 -2.411 -0.565  -1.0507
C13 1.577 -1.763 -1.699  -0.1576
N2 1.136 -0.522 -1.918  -0.2900
C14 0.242 0.187 -1.184  -0.1151
H1 -1.352 2.831 3.142  0.3425
H2 -3.112 3.033 3.258  0.3786
H3 -2.348 2.881 1.667  0.3785
H4 -2.487 0.781 3.883  0.3456
H5 -3.448 0.708 2.396  0.3633
H6 0.427 -0.776 2.489  0.6099
H7 -0.094 0.266 3.799  0.3330
H8 -1.503 -2.354 2.988  0.3450
H9 -0.387 -2.142 4.356  0.3767
H10 -1.961 -1.321 4.359  0.4217
H11 -0.253 -2.270 1.101  0.5353
H12 1.374 -3.404 -0.351  0.4832
H13 2.268 -2.230 -2.351  0.5722
H14 -0.033 1.173 -1.496  0.6191

Formula: C57H101BN8O15
Source: OMol25
Level of theory: ωB97M-V/def2-TZVPD

Output
total charge	0
DFT total energy	-104054.5060	eV
HOMO level	-7.946	eV
multiplicity	1
max |F|	5.69	eV/A

Each line ends with the Mulliken charge.
CARTESIAN COORDINATES (ANGSTROEM)
C1 17.080 1.512 -11.049  -0.6054
C2 17.274 -0.052 -11.211  0.3869
C3 15.971 -0.705 -11.844  0.8324
C4 16.099 -2.262 -12.127  -1.2519
N1 14.717 -2.972 -12.405  0.9775
C5 14.902 -4.350 -13.062  -0.0665
C6 13.726 -4.648 -13.951  -0.3005
C7 13.150 -3.315 -14.308  -0.5633
C8 13.963 -2.218 -13.543  -0.2370
C9 13.982 -3.083 -11.053  0.3552
C10 12.613 -3.795 -11.072  0.4214
C11 11.915 -3.707 -9.650  -1.8077
H1 18.027 2.017 -10.856  0.0677
H2 16.278 1.916 -10.432  0.2005
H3 16.679 2.030 -11.921  -0.1374
H4 17.394 -0.500 -10.225  -0.3923
H5 18.100 -0.288 -11.882  0.3689
H6 15.693 -0.177 -12.757  -0.0096
H7 15.133 -0.554 -11.164  -0.2784
H8 16.552 -2.901 -11.369  0.5881
H9 16.570 -2.304 -13.110  0.2048
H10 14.943 -5.211 -12.393  -0.4335
H11 15.780 -4.361 -13.707  0.4463
H12 13.045 -5.310 -13.417  -0.5711
H13 14.079 -5.223 -14.807  0.8084
H14 12.086 -3.312 -14.071  0.0741
H15 13.112 -3.032 -15.360  0.6987
H16 13.554 -1.259 -13.224  -0.0763
H17 14.754 -1.968 -14.250  0.1820
H18 13.851 -2.116 -10.567  -0.5447
H19 14.615 -3.686 -10.403  0.0693
H20 12.663 -4.851 -11.338  0.4856
H21 11.971 -3.285 -11.790  -0.2671
H22 11.031 -4.341 -9.579  0.5651
H23 11.717 -2.651 -9.461  0.3457
H24 12.656 -3.853 -8.864  0.2554
O1 10.295 -7.588 -8.007  -0.7643
C12 11.543 -7.724 -8.247  0.5606
O2 12.471 -6.843 -8.255  -0.3375
B1 13.755 -7.300 -8.699  1.1819
O3 13.535 -8.685 -9.074  -0.5877
C13 12.254 -9.055 -8.726  0.4611
O4 11.695 -10.132 -8.958  -0.6035
O5 14.792 -7.146 -7.561  -0.4258
C14 15.757 -6.403 -7.894  0.3141
O6 16.628 -5.839 -7.160  -0.6562
C15 15.674 -6.172 -9.468  0.5925
O7 14.490 -6.643 -9.815  -0.2240
O8 16.538 -5.591 -10.159  -0.6162
N2 19.658 2.260 -8.436  0.3166
C16 20.732 1.594 -8.016  -0.6719
C17 21.858 2.175 -8.618  -0.4343
C18 21.376 3.317 -9.306  -0.7762
C19 20.018 3.362 -9.173  -0.2893
H25 18.713 1.977 -8.221  0.1389
H26 20.709 0.740 -7.355  0.4478
H27 22.907 1.945 -8.505  0.4341
H28 22.017 3.998 -9.846  0.4526
H29 19.171 3.939 -9.516  0.4095
N3 21.963 1.559 -13.489  0.0545
C20 21.311 1.035 -12.435  -0.8133
C21 21.460 -0.330 -12.409  -0.1220
C22 22.230 -0.629 -13.547  -0.7331
C23 22.515 0.553 -14.252  -0.5740
H30 21.961 2.545 -13.710  0.2164
H31 20.811 1.668 -11.716  0.5246
H32 21.104 -1.087 -11.726  0.6057
H33 22.547 -1.637 -13.772  0.4158
H34 23.031 0.789 -15.170  0.4186
N4 12.522 -8.319 -18.353  0.0054
C24 11.706 -7.300 -18.793  -0.5092
C25 11.336 -6.590 -17.728  -1.0379
C26 12.028 -7.044 -16.574  0.4933
C27 12.714 -8.142 -16.988  -1.0806
H35 12.910 -9.058 -18.920  0.1979
H36 11.393 -7.112 -19.809  0.4087
H37 10.685 -5.729 -17.697  0.4319
H38 12.003 -6.717 -15.545  0.6747
H39 13.274 -8.862 -16.409  0.3998
N5 17.152 4.470 -14.092  0.0822
C28 16.026 3.784 -14.388  -1.0200
C29 16.324 2.498 -14.433  0.0073
C30 17.689 2.282 -14.450  0.0463
C31 18.241 3.579 -14.206  -1.1742
H40 17.301 5.468 -14.116  0.2395
H41 15.060 4.267 -14.427  0.4019
H42 15.643 1.675 -14.595  0.4775
H43 18.089 1.284 -14.544  0.5251
H44 19.242 3.983 -14.199  0.4110
N6 16.170 -3.101 -17.748  0.0605
C32 15.895 -1.889 -17.144  -1.3277
C33 16.810 -1.651 -16.197  0.2787
C34 17.632 -2.714 -16.106  -0.7253
C35 17.206 -3.659 -17.014  -0.6957
H45 15.588 -3.494 -18.474  0.2391
H46 15.100 -1.266 -17.526  0.4250
H47 16.902 -0.799 -15.539  0.8043
H48 18.301 -2.905 -15.280  0.5465
H49 17.380 -4.718 -17.136  0.4435
N7 10.038 -7.839 -11.565  0.0887
C36 10.420 -6.649 -12.058  -0.2926
C37 10.173 -6.636 -13.445  -0.8518
C38 9.795 -7.900 -13.791  -0.4936
C39 9.653 -8.632 -12.606  -0.7905
H50 10.165 -8.257 -10.655  0.1608
H51 10.841 -5.951 -11.350  0.5999
H52 10.450 -5.806 -14.079  0.7385
H53 9.625 -8.311 -14.775  0.4547
H54 9.302 -9.640 -12.440  0.4171
N8 17.181 -7.489 -12.713  0.1366
C40 17.354 -6.980 -13.943  -1.0568
C41 16.451 -7.510 -14.823  0.2667
C42 15.808 -8.501 -14.169  -0.6399
C43 16.233 -8.435 -12.822  -0.7821
H55 17.597 -7.171 -11.849  0.2760
H56 18.098 -6.202 -14.022  0.5242
H57 16.355 -7.166 -15.842  0.4412
H58 15.017 -9.079 -14.623  0.3196
H59 15.907 -8.969 -11.942  0.5218
C44 11.418 -0.761 -17.909  -1.1115
C45 11.008 -0.835 -16.400  0.1627
O9 10.664 -2.212 -16.196  -0.4106
H60 12.434 -1.121 -18.072  0.1303
H61 11.498 0.290 -18.189  0.3956
H62 10.688 -1.197 -18.591  0.3064
H63 10.214 -0.122 -16.176  0.4335
H64 11.832 -0.527 -15.756  -0.0680
H65 9.836 -2.446 -15.770  0.2212
C46 19.082 -3.027 -9.226  -0.6827
C47 18.063 -2.409 -8.212  0.5164
O10 18.191 -3.072 -6.950  -0.6422
H66 20.114 -2.806 -8.952  0.3206
H67 18.872 -2.672 -10.235  0.0497
H68 18.912 -4.101 -9.142  0.2860
H69 17.017 -2.424 -8.518  -0.1237
H70 18.455 -1.433 -7.924  0.0321
H71 18.184 -4.027 -7.041  0.3207
C48 15.278 4.359 -9.380  -0.3594
C49 15.568 4.083 -7.948  -0.3751
O11 16.459 2.988 -7.863  -0.3885
H72 14.802 5.293 -9.677  0.4638
H73 14.499 3.698 -9.759  -0.1628
H74 16.196 4.404 -9.966  0.0872
H75 14.591 3.802 -7.556  0.2882
H76 15.837 4.988 -7.402  0.3355
H77 15.981 2.170 -7.714  0.3687
C50 7.459 -0.444 -10.732  -1.2846
C51 8.491 -1.420 -11.209  0.1351
O12 9.284 -1.011 -12.348  -0.4433
H78 6.559 -0.549 -11.338  0.3600
H79 7.842 0.564 -10.887  0.3083
H80 7.149 -0.574 -9.695  0.3550
H81 8.073 -2.403 -11.425  0.3994
H82 9.212 -1.633 -10.419  0.0249
H83 8.674 -0.796 -13.057  0.2184
C52 13.610 -1.075 -7.488  -0.8490
C53 13.978 0.408 -7.433  -0.5747
O13 15.351 0.541 -7.589  -0.4717
H84 12.521 -1.036 -7.447  0.3448
H85 13.926 -1.652 -6.620  0.5028
H86 13.880 -1.382 -8.499  0.0201
H87 13.762 0.856 -6.463  0.4747
H88 13.386 1.001 -8.130  0.2005
H89 15.694 0.263 -6.737  0.1682
C54 12.969 1.690 -11.658  -1.0044
C55 11.885 0.652 -12.115  -0.2009
O14 12.031 -0.583 -11.506  -0.1008
H90 13.976 1.300 -11.807  -0.0381
H91 12.698 1.940 -10.633  0.2978
H92 12.930 2.607 -12.247  0.4536
H93 11.817 0.355 -13.161  0.2033
H94 10.959 1.141 -11.812  0.3856
H95 11.249 -1.033 -11.835  -0.1494
C56 9.198 -3.857 -4.974  -1.3055
C57 9.980 -4.554 -6.110  0.4739
O15 9.053 -5.148 -6.964  -0.5549
H96 8.320 -3.232 -5.132  0.3299
H97 9.831 -3.188 -4.392  0.3664
H98 8.959 -4.543 -4.161  0.3276
H99 10.769 -5.210 -5.741  0.2260
H100 10.493 -3.843 -6.758  -0.1814
H101 9.304 -5.994 -7.344  0.4138

Formula: C7H10N
Source: OMol25
Level of theory: ωB97M-V/def2-TZVPD

Output
total charge	+1
DFT total energy	-8896.1898	eV
ΔE to the lowest compared entry with this formula, charge and spin	170.73	kcal per mole
HOMO level (alpha / beta)	-13.525 / -14.102	eV
multiplicity	1
max |F|	3.58	eV/A

Each line ends with the Mulliken charge.
CARTESIAN COORDINATES (ANGSTROEM)
C1 0.376 -0.490 -0.103  0.3093
C2 -0.278 -1.779 0.186  -0.6516
C3 -2.089 0.232 -0.868  -0.6401
C4 -1.942 0.413 0.639  -0.6245
C5 2.781 -0.599 -0.182  -0.2546
C6 -1.076 -0.514 -0.114  0.7637
C7 1.880 1.538 0.038  -0.9017
N1 1.571 0.108 -0.042  0.0790
H1 -0.446 -2.694 -0.524  0.2354
H2 -0.368 -2.232 1.151  0.2845
H3 -2.896 -0.279 -1.173  0.2739
H4 -1.819 1.041 -1.614  0.2451
H5 -1.639 1.426 1.047  0.2210
H6 -2.708 0.135 1.373  0.2633
H7 2.965 -1.658 0.192  0.2723
H8 1.314 1.886 0.797  0.3994
H9 1.468 1.981 -0.826  0.3640
H10 2.906 1.483 0.024  0.3616

Formula: C3H3GaO3
Source: OMol25
Level of theory: ωB97M-V/def2-TZVPD

Output
total charge	+1
DFT total energy	-61668.3712	eV
ΔE to the lowest compared entry with this formula, charge and spin	5.90	kcal per mole
HOMO level (alpha / beta)	-14.726 / -14.421	eV
multiplicity	2
<S²>	0.76
max |F|	4.36	eV/A

Each line ends with the Mulliken charge.
CARTESIAN COORDINATES (ANGSTROEM)
C1 -0.014 -1.719 -0.062  -0.6590
C2 -0.809 -0.649 -0.014  0.2861
O1 -0.415 0.625 0.233  -0.0926
Ga1 -1.003 2.148 1.097  0.6293
H1 1.060 -1.652 0.113  0.2432
H2 -0.458 -2.692 -0.272  0.2719
H3 -1.890 -0.731 -0.167  0.3054
O2 0.762 2.504 0.213  -0.3215
C3 0.964 1.403 -0.301  0.6652
O3 1.804 0.762 -0.839  -0.3279

Formula: C10H17FNOP
Source: OMol25
Level of theory: ωB97M-V/def2-TZVPD

Output
total charge	0
DFT total energy	-26186.7857	eV
HOMO level	-9.429	eV
multiplicity	1
SMILES string	CC1=N[C@H](C=O)[C@@H]([C@](C)(F)P)[C@@H](C)C1
max |F|	5.21	eV/A

Each line ends with the Mulliken charge.
CARTESIAN COORDINATES (ANGSTROEM)
C1 -3.689 1.054 0.155  -1.1874
C2 -2.192 0.723 0.004  0.7711
N1 -1.384 1.612 0.381  -0.6654
C3 0.097 1.326 0.293  0.1803
C4 0.645 2.480 -0.399  -0.3872
O1 1.807 2.747 -0.493  -0.4229
C5 0.485 -0.003 -0.468  -0.7938
C6 2.121 -0.307 -0.214  0.8625
C7 2.868 0.025 -1.536  -1.3730
F1 2.251 -1.724 -0.196  -0.3885
P1 3.036 0.209 1.339  -0.1471
C8 -0.375 -1.161 0.170  0.2387
C9 -0.238 -1.312 1.639  -1.6006
C10 -1.832 -0.755 -0.292  -0.9036
H1 -4.021 1.069 1.198  0.2769
H2 -4.250 0.428 -0.547  0.3787
H3 -3.846 2.157 -0.329  0.2899
H4 0.583 1.385 1.321  0.3904
H5 -0.181 3.132 -0.956  0.2254
H6 0.325 0.128 -1.491  0.7364
H7 3.921 -0.268 -1.607  0.4234
H8 2.625 1.064 -1.834  0.2841
H9 2.410 -0.694 -2.298  0.3411
H10 3.245 1.686 0.865  0.0691
H11 4.312 -0.229 0.791  0.0628
H12 -0.108 -2.127 -0.207  0.4674
H13 -0.618 -0.293 2.167  0.1668
H14 0.713 -1.598 2.035  0.4113
H15 -0.871 -2.076 1.945  0.5223
H16 -2.640 -1.350 0.291  0.4091
H17 -2.002 -0.878 -1.380  0.3616

Formula: C4H5NS
Source: OMol25
Level of theory: ωB97M-V/def2-TZVPD

Output
total charge	0
DFT total energy	-16549.2659	eV
ΔE to the lowest compared entry with this formula, charge and spin	110.67	kcal per mole
HOMO level	-8.908	eV
multiplicity	1
SMILES string	SC[C@@H]1C2=N[C@H]21
max |F|	2.75	eV/A

Each line ends with the Mulliken charge.
CARTESIAN COORDINATES (ANGSTROEM)
S1 -1.564 1.186 0.665  -0.2186
C1 -0.367 0.048 -0.157  -0.7476
C2 0.403 -0.609 0.957  -0.1171
C3 1.473 0.270 1.623  -0.0409
N1 2.414 -0.619 1.799  -0.2905
C4 1.730 -1.185 0.719  -0.1991
H1 -1.222 0.673 1.850  0.1518
H2 -0.900 -0.563 -0.832  0.4115
H3 0.199 0.660 -0.755  0.3907
H4 -0.329 -1.326 1.487  0.4328
H5 2.051 -1.359 -0.314  0.2271